# 1
Density functional theory data (the ωB97M-V functional and the def2-TZVPD basis) for a structure of composition C38H37GeN4O7SeZr.

Energy (hartree): -6741.2140
ΔE to the lowest compared entry with this formula, charge and spin (eV): 0.508
Charge: +1

Geometry as XYZ:
```
89
Properties=species:S:1:pos:R:3:mulliken_charge:R:1
Zr -0.672 -1.546 -0.666 1.086
O -4.933 -5.701 0.748 -0.468
C -3.994 -4.992 0.502 0.168
C -3.358 -4.746 -0.911 0.389
O -3.633 -5.114 -2.028 -0.576
C -2.175 -3.830 -0.648 1.403
C -2.065 -3.500 0.691 0.330
O -1.106 -2.619 1.031 -0.834
C -3.125 -4.134 1.480 0.083
O -3.315 -3.992 2.657 -0.587
O -1.373 -3.261 -1.453 -0.848
Se -0.488 0.489 -3.394 0.500
N -1.496 -0.838 -2.857 -0.516
C -2.593 -0.905 -3.621 0.540
C -3.629 -1.883 -3.553 -0.350
C -4.720 -1.862 -4.395 -0.565
C -4.729 -0.868 -5.387 -0.452
C -3.796 0.151 -5.477 -0.952
C -2.671 0.150 -4.593 0.640
N -1.609 0.978 -4.594 -0.863
H -3.449 -2.722 -2.937 0.390
H -5.515 -2.633 -4.367 0.485
H -5.506 -0.807 -6.156 0.373
H -3.880 0.849 -6.232 0.621
O 1.122 -0.795 -1.616 -0.392
C 1.959 -1.445 -0.812 1.114
O 1.442 -2.129 0.057 -0.641
C 3.403 -1.321 -1.093 -0.593
C 4.244 -1.438 0.134 -1.278
Ge 4.330 0.247 1.119 1.590
C 5.713 1.349 0.355 -0.023
C 6.766 0.974 -0.500 -0.246
C 7.682 1.861 -1.028 -0.752
C 7.478 3.217 -0.771 -0.333
C 6.547 3.651 0.167 -0.872
C 5.658 2.688 0.700 -0.273
C 2.473 1.073 0.780 0.033
C 1.354 0.532 1.448 0.075
C 0.079 0.962 1.154 -0.938
C -0.151 1.871 0.141 0.176
C 0.926 2.384 -0.583 -1.463
C 2.227 2.093 -0.174 -0.098
C 4.758 0.029 3.019 0.422
C 5.805 0.665 3.624 -0.285
C 6.148 0.369 4.914 -0.793
C 5.370 -0.482 5.635 -0.346
C 4.223 -1.081 5.085 -0.705
C 3.971 -0.860 3.742 -0.160
H 3.508 -0.365 -1.581 0.226
H 3.699 -2.129 -1.832 0.464
H 5.255 -1.718 -0.147 0.545
H 3.841 -2.219 0.829 0.404
H 7.040 -0.073 -0.637 0.227
H 8.434 1.554 -1.748 0.386
H 8.131 4.011 -1.234 0.308
H 6.503 4.654 0.488 0.465
H 4.898 3.121 1.367 0.424
H 1.477 -0.227 2.159 0.211
H -0.752 0.619 1.750 0.436
H -1.172 2.122 -0.288 0.195
H 0.742 3.084 -1.277 0.806
H 3.076 2.699 -0.572 0.368
H 6.482 1.258 3.073 0.353
H 6.998 0.822 5.335 0.478
H 5.598 -0.710 6.745 0.253
H 3.486 -1.754 5.626 0.324
H 3.034 -1.194 3.220 0.034
C -5.708 2.642 1.646 -1.155
C -5.524 1.120 1.432 -0.539
N -4.601 0.739 0.359 0.433
C -5.043 0.947 -1.009 -0.944
C -4.578 2.163 -1.766 -0.734
C -3.464 0.092 0.646 1.119
C -3.082 -0.182 2.073 -2.558
N -2.637 -0.300 -0.375 1.030
H -6.458 2.765 2.447 0.401
H -6.005 3.221 0.771 0.283
H -4.724 3.072 1.870 0.296
H -6.512 0.733 1.213 0.423
H -5.185 0.743 2.422 0.241
H -6.114 0.900 -0.899 0.486
H -4.835 -0.039 -1.558 0.474
H -4.918 3.105 -1.290 0.297
H -5.081 2.326 -2.701 0.429
H -3.482 2.198 -1.908 0.030
H -3.871 -0.622 2.650 0.640
H -2.746 0.679 2.598 0.464
H -2.320 -0.899 2.017 0.473
H -3.086 -0.036 -1.248 -0.714
```

# 2
Density functional theory data (the ωB97M-V functional and the def2-TZVPD basis) for the molecule C13H17N5O2.

Energy (hartree): -929.7511
ΔE to the lowest compared entry with this formula, charge and spin (eV): 2.773
SMILES: Cn1c(=O)c2nn([C@@H]3C[C@@H]4CC[C@H]3C4)nc2n(C)c1=O
Charge: 0

Geometry as XYZ:
```
37
Properties=species:S:1:pos:R:3:mulliken_charge:R:1
C -1.941 3.201 4.077 -0.888
N -1.525 2.384 2.865 -0.026
C -0.825 1.255 3.052 0.269
O -0.416 0.999 4.165 -0.616
C -0.452 0.366 1.881 0.282
N 0.042 -0.918 1.822 -0.870
N 0.175 -1.003 0.464 1.096
C 0.889 -2.040 -0.308 -0.346
C 1.399 -3.223 0.618 -0.890
C 2.771 -3.459 0.170 -0.023
C 3.663 -2.189 0.507 -0.697
C 3.140 -1.066 -0.332 -0.879
C 2.162 -1.810 -1.191 -0.164
C 2.726 -3.281 -1.367 -0.930
N -0.361 0.060 -0.306 -0.985
C -0.727 0.923 0.535 0.696
N -1.277 2.184 0.398 0.060
C -1.637 2.788 -0.820 -1.054
C -1.767 2.793 1.543 0.560
O -2.167 3.937 1.465 -0.667
H -1.123 3.290 4.813 0.330
H -2.320 4.233 3.864 0.314
H -2.826 2.728 4.649 0.270
H 0.141 -2.366 -0.924 0.430
H 0.692 -4.065 0.629 0.344
H 1.449 -2.860 1.743 0.340
H 3.200 -4.430 0.560 0.390
H 4.715 -2.393 0.297 0.371
H 3.523 -1.658 1.568 0.291
H 2.777 -0.220 0.232 0.373
H 3.924 -0.670 -0.969 0.330
H 1.877 -1.270 -2.078 0.526
H 2.176 -3.911 -2.051 0.376
H 3.751 -3.204 -1.780 0.353
H -2.423 2.229 -1.276 0.376
H -0.832 2.715 -1.501 0.385
H -1.953 3.924 -0.779 0.277
```

# 3
Density functional theory data (the ωB97M-V functional and the def2-TZVPD basis) for the ion C4H7N2 with charge +1.

Energy (hartree): -265.7508
ΔE to the lowest compared entry with this formula, charge and spin (eV): 4.290
SMILES: C=[N+]1CC(C)=N1
Charge: +1

Geometry as XYZ:
```
13
Properties=species:S:1:pos:R:3:mulliken_charge:R:1
C -2.513 0.146 0.119 -0.063
N -1.234 0.153 0.128 0.471
C -0.203 -0.935 -0.191 -0.528
C 0.764 0.250 0.140 0.701
C 2.153 0.516 0.113 -0.994
N -0.201 1.085 0.280 -0.696
H -3.201 0.906 0.324 0.322
H -2.892 -0.817 -0.147 0.267
H -0.237 -1.272 -1.302 0.291
H -0.347 -1.806 0.387 0.323
H 2.554 0.937 1.072 0.307
H 2.395 1.201 -0.780 0.291
H 2.962 -0.364 -0.143 0.308
```

# 4
Density functional theory data (the ωB97M-V functional and the def2-TZVPD basis) for a structure of composition C14H20BBr10O10V.

Energy (hartree): -28006.8427
ΔE to the lowest compared entry with this formula, charge and spin (eV): 2.755
Charge: 0

Geometry as XYZ:
```
56
Properties=species:S:1:pos:R:3:mulliken_charge:R:1
O 4.827 -4.319 7.120 -0.434
V 3.410 -4.307 6.440 1.844
O 2.397 -3.637 7.488 -0.431
O -0.230 -0.272 -2.301 -0.617
C 0.667 -0.317 -1.470 0.636
O 0.493 -0.421 -0.139 -0.377
B 1.790 -0.201 0.487 0.924
O 2.786 -0.014 -0.572 -0.491
C 2.191 -0.049 -1.733 0.571
O 2.721 0.028 -2.853 -0.622
O 2.141 -1.394 1.337 -0.436
C 2.728 -0.935 2.410 0.646
O 3.293 -1.611 3.253 -0.732
C 2.554 0.626 2.396 0.603
O 1.828 0.926 1.431 -0.415
O 3.105 1.346 3.269 -0.666
Br -2.429 0.974 3.393 -0.124
C -2.644 -0.919 3.891 -0.705
C -2.703 -0.966 5.411 -0.483
Br -2.524 -2.808 6.074 -0.206
H -1.849 -1.417 3.336 0.358
H -3.430 -1.378 3.292 0.413
H -3.597 -0.448 5.760 0.380
H -1.784 -0.487 5.749 0.361
Br 6.852 0.320 8.518 -0.160
C 7.804 1.890 7.823 -0.634
C 6.974 2.877 6.910 -0.487
Br 8.118 4.380 6.254 -0.143
H 8.579 1.458 7.189 0.345
H 8.400 2.327 8.624 0.390
H 6.072 3.212 7.422 0.365
H 6.750 2.301 6.012 0.326
Br -5.542 -0.806 -0.142 -0.170
C -5.354 -2.064 -1.688 -0.622
C -4.402 -3.204 -1.442 -0.453
Br -4.351 -4.300 -3.077 -0.155
H -5.083 -1.432 -2.534 0.313
H -6.364 -2.384 -1.944 0.406
H -4.627 -3.828 -0.577 0.368
H -3.382 -2.871 -1.254 0.314
Br -2.982 -0.393 -9.864 -0.132
C -3.989 -0.507 -8.174 -0.484
C -3.427 -1.514 -7.252 -0.527
Br -1.493 -1.462 -7.041 -0.089
H -5.044 -0.713 -8.354 0.372
H -4.032 0.485 -7.724 0.296
H -3.701 -2.487 -7.660 0.314
H -3.766 -1.415 -6.221 0.253
Br -2.527 4.127 -7.572 -0.134
C -1.732 3.936 -5.742 -0.636
C -0.172 4.170 -5.749 -0.571
Br 0.726 2.814 -6.871 -0.107
H -2.104 3.010 -5.304 0.354
H -2.256 4.729 -5.209 0.352
H 0.258 4.160 -4.747 0.385
H 0.053 5.185 -6.076 0.356
```